(1)
Entry from OMol25: a structure of composition C26H22MgN4O6SSe4 at a distorted geometry (ωB97M-V/def2-TZVPD).

Output
net charge	-2
energy relative to the best compared isomer or geometry (same formula, charge and spin)	74.97	kJ/mol
LUMO	3.793	eV
frontier orbital gap	5.62	eV
highest occupied orbital energy	-1.824	eV

```
64
C26H22MgN4O6SSe4 (ωB97M-V/def2-TZVPD)
Mg -1.160 0.201 1.180
C 5.516 -3.027 0.877
C 4.127 -2.486 0.548
C 4.198 -1.732 -0.789
C 3.158 -3.670 0.411
C 3.600 -1.543 1.635
C 4.324 -1.230 2.799
C 3.825 -0.364 3.763
C 2.567 0.193 3.562
S 1.641 1.284 4.546
C 0.350 1.243 3.375
N 0.586 0.484 2.345
C 1.840 -0.125 2.423
C 2.348 -0.979 1.454
C -0.948 1.969 3.523
C -1.145 2.834 4.602
C -2.341 3.521 4.710
C -3.316 3.333 3.730
C -3.095 2.461 2.670
C -1.907 1.725 2.513
H 5.843 -3.685 0.067
H 5.518 -3.611 1.804
H 6.252 -2.223 0.976
H 4.516 -2.418 -1.583
H 4.924 -0.914 -0.728
H 3.235 -1.303 -1.079
H 3.530 -4.372 -0.344
H 2.162 -3.341 0.106
H 3.051 -4.200 1.362
H 5.298 -1.671 2.966
H 4.408 -0.135 4.647
H 1.740 -1.172 0.574
H -0.372 2.978 5.353
H -2.514 4.194 5.541
H -4.257 3.870 3.807
H -3.889 2.342 1.936
Se -1.083 -2.043 2.508
Se -3.247 -2.761 2.065
Se -3.876 -1.102 0.572
Se -3.225 -1.970 -1.534
O 1.118 -0.523 -2.017
C -0.064 -0.411 -1.695
O -0.487 -0.366 -0.480
C -1.132 -0.372 -2.763
C -0.766 -0.515 -4.047
C -1.733 -0.422 -5.107
C -3.025 -0.037 -4.833
C -3.414 0.148 -3.524
C -2.571 -0.223 -2.367
N -4.702 0.691 -3.278
O -5.407 1.083 -4.217
O -5.047 0.813 -2.099
N -1.343 -0.654 -6.464
O -0.169 -0.942 -6.693
O -2.179 -0.554 -7.363
H 0.278 -0.663 -4.280
H -3.722 0.148 -5.635
H -2.690 0.439 -1.516
C -2.865 3.802 -2.070
C -1.847 3.307 -1.134
N -1.045 2.928 -0.404
H -3.848 3.471 -1.739
H -2.679 3.405 -3.065
H -2.842 4.890 -2.103
```



(2)
Entry from OMol25: a structure of composition C26H23AsN4PtS2 (ωB97M-V/def2-TZVPD).

Output
energy relative to the best compared isomer or geometry (same formula, charge and spin)	5.87	kJ/mol
LUMO	-0.772	eV
frontier orbital gap	6.21	eV
highest occupied orbital energy	-6.983	eV

```
57
C26H23AsN4PtS2 (ωB97M-V/def2-TZVPD)
Pt 0.028 2.271 -0.189
C -3.888 3.544 -1.275
C -2.530 2.932 -1.197
N -1.862 2.895 -0.091
N -2.410 3.374 1.057
C -1.531 3.421 2.039
N -1.978 3.906 3.217
S 0.151 2.969 1.965
C -1.837 2.337 -2.358
C -2.426 2.162 -3.599
C -1.691 1.588 -4.626
C -0.385 1.198 -4.392
C 0.149 1.394 -3.129
N -0.556 1.949 -2.150
H -3.900 4.459 -0.685
H -4.640 2.879 -0.845
H -4.166 3.772 -2.300
H -2.967 4.050 3.323
H -1.413 3.784 4.038
H -3.449 2.467 -3.764
H -2.140 1.447 -5.600
H 0.221 0.747 -5.165
H 1.164 1.116 -2.874
S 2.325 2.024 -0.462
C 2.923 0.368 -0.639
C 4.282 0.302 -0.983
C 4.937 -0.905 -1.118
C 4.251 -2.095 -0.909
C 2.911 -2.046 -0.573
C 2.229 -0.833 -0.439
As 0.322 -0.812 -0.020
C -0.021 -2.746 0.001
C -0.318 -3.347 -1.221
C -0.591 -4.704 -1.301
C -0.590 -5.478 -0.148
C -0.312 -4.887 1.075
C -0.026 -3.529 1.150
C 0.390 -0.537 1.908
C -0.827 -0.435 2.578
C -0.863 -0.247 3.951
C 0.323 -0.134 4.665
C 1.538 -0.217 4.000
C 1.572 -0.426 2.626
H 4.820 1.230 -1.137
H 5.987 -0.917 -1.384
H 4.754 -3.049 -1.003
H 2.379 -2.974 -0.404
H -0.329 -2.747 -2.126
H -0.811 -5.156 -2.260
H -0.808 -6.537 -0.203
H -0.311 -5.485 1.978
H 0.200 -3.084 2.111
H -1.756 -0.496 2.020
H -1.815 -0.178 4.463
H 0.301 0.022 5.736
H 2.465 -0.120 4.551
H 2.525 -0.487 2.115
```



(3)
Entry from OMol25: a structure of composition C26H23Br2N10O2STaTe (ωB97M-V/def2-TZVPD).

Output
net charge	+2
LUMO	-7.506	eV
frontier orbital gap	6.82	eV
highest occupied orbital energy	-14.323	eV

```
66
C26H23Br2N10O2STaTe (ωB97M-V/def2-TZVPD)
Ta 1.131 0.591 -0.536
C -1.439 1.680 -2.662
C -1.780 1.967 -1.234
C -2.993 2.570 -0.859
C -3.259 2.847 0.458
C -2.308 2.534 1.451
C -2.431 2.772 2.852
Br -4.003 3.536 3.534
C -1.415 2.446 3.705
C -0.224 1.856 3.224
Br 1.163 1.424 4.399
C -0.091 1.599 1.890
O 0.998 1.029 1.308
C -1.123 1.938 1.008
N -0.877 1.652 -0.307
H -2.287 1.878 -3.314
H -1.134 0.641 -2.805
H -0.605 2.304 -2.991
H -3.711 2.814 -1.628
H -4.195 3.310 0.742
H -1.512 2.640 4.764
N 3.732 -1.120 -2.185
C 3.130 -0.116 -2.887
N 3.466 0.279 -4.089
N 2.634 1.305 -4.363
N 1.839 1.541 -3.398
N 2.104 0.616 -2.404
C 3.580 -1.294 -0.840
N 4.208 -2.193 -0.139
N 3.757 -2.029 1.133
N 2.912 -1.099 1.234
N 2.740 -0.549 -0.047
H 4.478 -1.630 -2.640
O -0.011 -0.945 -1.000
S -1.479 -1.510 -0.703
C -1.365 -3.180 -1.190
C -2.129 -3.508 -2.308
C -2.095 -4.811 -2.778
C -1.303 -5.752 -2.136
C -0.542 -5.408 -1.018
C -0.570 -4.118 -0.530
C -1.557 -1.461 1.055
C -0.470 -1.780 1.864
C -0.624 -1.686 3.236
C -1.842 -1.286 3.778
C -2.914 -0.964 2.957
C -2.776 -1.043 1.579
H -2.741 -2.760 -2.797
H -2.685 -5.090 -3.640
H -1.279 -6.769 -2.503
H 0.065 -6.155 -0.526
H 0.006 -3.854 0.345
H 0.487 -2.074 1.451
H 0.210 -1.927 3.882
H -1.951 -1.224 4.853
H -3.856 -0.650 3.386
H -3.601 -0.787 0.924
C 4.039 3.022 -1.308
Te 1.992 3.383 -0.857
C 2.317 3.848 1.195
H 4.428 2.245 -0.655
H 4.564 3.959 -1.145
H 4.100 2.740 -2.355
H 2.948 4.732 1.230
H 2.791 3.006 1.691
H 1.353 4.069 1.648
```



(4)
Entry from OMol25: a structure of composition C26H23BrFeN2O3P at a distorted geometry (ωB97M-V/def2-TZVPD).

Output
net charge	+2
energy relative to the best compared isomer or geometry (same formula, charge and spin)	83.88	kJ/mol
2S+1	6
LUMO (alpha / beta)	-5.307 / -5.854	eV
frontier orbital gap (alpha / beta)	6.05 / 8.69	eV
highest occupied orbital energy (alpha / beta)	-11.360 / -14.544	eV
⟨S²⟩	8.7863

```
57
C26H23BrFeN2O3P (ωB97M-V/def2-TZVPD)
Fe -0.313 -2.518 0.227
O 0.022 -1.627 2.043
C 0.087 -0.403 1.725
O 0.181 -0.247 0.264
C 0.071 0.838 2.347
C 0.018 1.094 3.743
C 0.107 2.387 4.182
C 0.253 3.473 3.290
C 0.268 3.256 1.928
C 0.164 1.950 1.454
P 0.058 1.322 -0.168
C -1.522 1.492 -0.970
C -2.033 2.782 -1.124
C -3.265 2.964 -1.727
C -3.984 1.865 -2.180
C -3.476 0.582 -2.031
C -2.246 0.391 -1.421
C 1.335 1.822 -1.271
C 1.165 1.662 -2.652
C 2.102 2.194 -3.518
C 3.186 2.907 -3.014
C 3.365 3.054 -1.645
C 2.442 2.512 -0.766
H -0.085 0.269 4.434
H 0.067 2.589 5.244
H 0.346 4.477 3.679
H 0.368 4.089 1.242
H -1.470 3.640 -0.773
H -3.666 3.961 -1.846
H -4.945 2.010 -2.654
H -4.037 -0.266 -2.402
H -1.851 -0.611 -1.310
H 0.301 1.137 -3.041
H 1.982 2.074 -4.586
H 3.887 3.368 -3.698
H 4.215 3.604 -1.266
H 2.568 2.630 0.303
Br 0.485 -4.243 -1.838
C 2.081 -3.548 -1.097
C 3.332 -3.933 -1.513
C 4.403 -3.289 -0.905
C 4.170 -2.311 0.052
C 2.869 -2.018 0.409
N 1.829 -2.642 -0.161
H 3.470 -4.697 -2.264
H 5.414 -3.552 -1.186
H 4.989 -1.783 0.519
H 2.627 -1.284 1.165
C -4.327 -3.714 0.929
C -2.954 -3.580 1.492
N -2.750 -3.824 2.770
O -1.993 -3.252 0.750
H -5.075 -3.901 1.694
H -4.327 -4.541 0.216
H -4.577 -2.807 0.381
H -3.509 -4.066 3.386
H -1.822 -3.740 3.158
```



(5)
Entry from OMol25: a structure of composition C26H23BrN6OPbS (ωB97M-V/def2-TZVPD).

Output
net charge	+2
LUMO (alpha / beta)	-8.094 / -7.811	eV
frontier orbital gap (alpha / beta)	5.50 / 5.72	eV
highest occupied orbital energy (alpha / beta)	-13.591 / -13.531	eV

```
59
C26H23BrN6OPbS (ωB97M-V/def2-TZVPD)
Pb 0.815 0.176 -0.850
Br -2.586 4.782 4.799
C -2.028 3.849 3.300
C -2.675 4.041 2.061
C -2.250 3.349 0.974
C -1.150 2.413 1.039
O -0.791 1.839 -0.014
C -0.507 2.221 2.330
C 0.598 1.309 2.593
N 1.122 0.464 1.792
C 2.135 -0.367 2.342
C 2.025 -0.919 3.595
C 3.060 -1.707 4.135
C 4.202 -1.928 3.420
C 4.334 -1.406 2.112
C 5.491 -1.611 1.324
C 5.539 -1.113 0.055
C 4.409 -0.436 -0.442
N 3.324 -0.207 0.263
C 3.281 -0.654 1.547
C -0.955 2.949 3.408
H -3.496 4.742 1.993
H -2.709 3.476 0.002
H 0.989 1.397 3.610
H 1.127 -0.762 4.180
H 2.943 -2.125 5.125
H 5.013 -2.511 3.837
H 6.324 -2.163 1.741
H 6.407 -1.239 -0.575
H 4.407 -0.081 -1.467
H -0.482 2.835 4.376
C -1.805 2.435 -6.336
C -2.085 3.010 -4.954
N -2.419 1.965 -3.989
C -1.549 1.240 -3.301
S 0.109 1.428 -3.431
N -2.248 0.257 -2.580
N -1.525 -0.524 -1.815
C -2.138 -1.604 -1.377
C -3.502 -2.017 -1.806
C -1.392 -2.467 -0.439
C -1.982 -3.608 0.093
C -1.241 -4.433 0.931
C 0.069 -4.101 1.205
C 0.585 -2.936 0.650
N -0.120 -2.136 -0.140
H -1.558 3.244 -7.022
H -0.963 1.745 -6.306
H -2.677 1.913 -6.728
H -1.216 3.542 -4.568
H -2.927 3.700 -4.975
H -3.386 1.679 -3.905
H -3.906 -1.352 -2.560
H -3.477 -3.034 -2.198
H -4.172 -2.015 -0.942
H -3.004 -3.861 -0.140
H -1.687 -5.325 1.348
H 0.694 -4.721 1.832
H 1.607 -2.637 0.851
```



(6)
Entry from OMol25: a structure of composition C26H23ClN3O2RhS3Si (ωB97M-V/def2-TZVPD).

Output
energy relative to the best compared isomer or geometry (same formula, charge and spin)	36.34	kJ/mol
LUMO	-1.009	eV
frontier orbital gap	7.59	eV
highest occupied orbital energy	-8.594	eV

```
60
C26H23ClN3O2RhS3Si (ωB97M-V/def2-TZVPD)
Rh 1.326 -0.825 -1.537
C -2.143 -0.700 -1.995
C -1.217 -1.032 -3.107
N 0.090 -1.098 -3.053
C 0.666 -1.502 -4.254
C -0.226 -1.719 -5.241
S -1.809 -1.431 -4.663
C 2.113 -1.618 -4.225
C 3.031 -1.937 -5.166
S 4.599 -1.884 -4.475
C 3.953 -1.435 -2.956
N 2.656 -1.340 -2.992
C 4.755 -1.170 -1.733
H -1.562 -0.504 -1.098
H -2.803 -1.547 -1.806
H -2.746 0.173 -2.248
H -0.031 -2.035 -6.251
H 2.874 -2.191 -6.200
H 5.813 -1.357 -1.900
H 4.396 -1.810 -0.925
H 4.610 -0.129 -1.438
Cl 2.011 1.402 -1.933
O -0.711 -3.834 -0.798
S 0.531 -3.567 -0.078
N 1.507 -2.628 -0.690
O 0.182 -0.342 -0.011
Si -0.445 0.519 1.183
C -1.246 2.122 0.616
C -1.201 2.546 -0.711
C -1.814 3.728 -1.109
C -2.484 4.510 -0.180
C -2.534 4.109 1.149
C -1.920 2.928 1.538
C 0.870 0.881 2.475
C 2.196 1.066 2.078
C 3.186 1.373 3.001
C 2.865 1.502 4.346
C 1.553 1.323 4.761
C 0.568 1.017 3.831
C -1.794 -0.526 1.983
C -3.154 -0.302 1.764
C -4.119 -1.154 2.288
C -3.736 -2.252 3.044
C -2.388 -2.494 3.276
C -1.432 -1.637 2.750
H -0.654 1.959 -1.440
H -1.756 4.044 -2.144
H -2.960 5.433 -0.487
H -3.051 4.718 1.881
H -1.969 2.629 2.581
H 2.454 0.981 1.027
H 4.208 1.517 2.672
H 3.635 1.741 5.068
H 1.298 1.419 5.809
H -0.451 0.866 4.173
H -3.468 0.556 1.178
H -5.169 -0.959 2.109
H -4.485 -2.918 3.454
H -2.084 -3.349 3.867
H -0.382 -1.834 2.944
```



(7)
Entry from OMol25: a structure of composition C26H23N3O3STi at a distorted geometry (ωB97M-V/def2-TZVPD).

Output
energy relative to the best compared isomer or geometry (same formula, charge and spin)	0.00	kJ/mol
2S+1	3
LUMO (alpha / beta)	-0.201 / -0.113	eV
frontier orbital gap (alpha / beta)	4.23 / 8.19	eV
highest occupied orbital energy (alpha / beta)	-4.435 / -8.298	eV
⟨S²⟩	2.0270

```
57
C26H23N3O3STi (ωB97M-V/def2-TZVPD)
Ti 0.000 0.000 0.000
O 2.811 2.952 0.160
C 2.102 1.949 0.084
N 0.795 1.797 0.276
C 0.004 2.862 0.182
O 0.261 4.061 0.276
C -1.422 2.463 -0.061
C -2.411 3.441 -0.112
C -3.725 3.047 -0.349
C -4.006 1.697 -0.527
C -2.958 0.791 -0.461
N -1.677 1.136 -0.233
C 2.759 0.644 -0.257
C 4.140 0.591 -0.421
C 4.725 -0.629 -0.748
C 3.916 -1.749 -0.902
C 2.548 -1.604 -0.721
N 1.949 -0.441 -0.404
H -2.148 4.483 0.029
H -4.514 3.790 -0.394
H -5.017 1.356 -0.715
H -3.123 -0.273 -0.594
H 4.734 1.489 -0.294
H 5.799 -0.697 -0.881
H 4.338 -2.713 -1.158
H 1.873 -2.446 -0.831
O -0.281 -0.833 1.733
S 0.242 -2.127 2.284
C 1.917 -1.875 2.949
C 2.088 -0.879 4.071
C 1.589 0.428 3.988
C 1.788 1.337 5.030
C 2.510 0.959 6.159
C 3.039 -0.326 6.245
C 2.834 -1.237 5.207
C -0.635 -2.504 3.830
C -0.292 -3.860 4.393
C 0.358 -3.972 5.630
C 0.673 -5.227 6.153
C 0.336 -6.382 5.450
C -0.320 -6.285 4.225
C -0.635 -5.031 3.700
H 2.546 -1.561 2.109
H 2.276 -2.863 3.256
H 1.037 0.757 3.109
H 1.383 2.343 4.953
H 2.670 1.670 6.965
H 3.618 -0.617 7.118
H 3.267 -2.232 5.291
H -1.707 -2.486 3.600
H -0.466 -1.706 4.558
H 0.616 -3.083 6.201
H 1.176 -5.304 7.114
H 0.577 -7.359 5.861
H -0.593 -7.185 3.681
H -1.159 -4.975 2.746
H -0.387 -0.721 -1.559
```



(8)
Entry from OMol25: an isolated molecule of C26H23N3O4 (ωB97M-V/def2-TZVPD).

Output
SMILES string	O=C(Cc1n[nH]c(=O)c2ccccc12)OCC(=O)N(Cc1ccccc1)Cc1ccccc1
energy relative to the best compared isomer or geometry (same formula, charge and spin)	154.54	kJ/mol
LUMO	0.109	eV
frontier orbital gap	8.84	eV
highest occupied orbital energy	-8.735	eV

```
56
C26H23N3O4 (ωB97M-V/def2-TZVPD)
O -3.034 -3.176 -0.146
C -2.181 -2.549 -0.711
C -2.415 -1.608 -1.882
C -2.470 -0.219 -1.307
N -1.403 0.489 -1.463
N -1.340 1.716 -0.948
C -2.310 2.359 -0.214
O -2.112 3.477 0.221
C -3.529 1.566 -0.033
C -4.594 2.098 0.693
C -5.734 1.351 0.889
C -5.820 0.063 0.368
C -4.778 -0.478 -0.354
C -3.612 0.266 -0.570
O -0.890 -2.536 -0.372
C -0.514 -3.169 0.850
C 0.320 -2.201 1.703
O -0.112 -1.823 2.776
N 1.516 -1.820 1.221
C 2.123 -2.285 -0.013
C 2.649 -1.140 -0.841
C 1.760 -0.231 -1.399
C 2.230 0.839 -2.137
C 3.590 1.007 -2.334
C 4.480 0.094 -1.796
C 4.010 -0.975 -1.052
C 2.349 -0.959 2.051
C 2.319 0.486 1.624
C 1.110 1.168 1.556
C 1.075 2.498 1.177
C 2.250 3.157 0.851
C 3.458 2.487 0.926
C 3.493 1.161 1.317
H -3.344 -1.871 -2.385
H -1.571 -1.665 -2.567
H -0.449 2.185 -1.080
H -4.490 3.096 1.090
H -6.561 1.760 1.451
H -6.713 -0.522 0.533
H -4.855 -1.484 -0.732
H 0.040 -4.087 0.630
H -1.415 -3.422 1.418
H 1.382 -2.824 -0.601
H 2.946 -2.969 0.235
H 0.698 -0.365 -1.253
H 1.532 1.540 -2.572
H 3.956 1.844 -2.908
H 5.541 0.214 -1.953
H 4.710 -1.686 -0.633
H 1.962 -1.040 3.072
H 3.374 -1.340 2.023
H 0.198 0.653 1.819
H 0.136 3.031 1.149
H 2.221 4.194 0.550
H 4.378 2.999 0.683
H 4.440 0.646 1.383
```



no.,molar mass (g mol⁻¹),DFT total energy (eV)
1,858.7,-323231.6630
2,725.6,-119053.1193
3,1008.0,-206082.4445
4,578.2,-150164.3511
5,754.7,-124434.6194
6,672.1,-91817.1377
7,505.4,-71898.0241
8,441.5,-39996.7903